1.
Entry from the OMol25 dataset: a molecular structure, C23H44GaN11O2PS2 in a non-equilibrium geometry (ωB97M-V with the def2-TZVPD basis set).

Last column: Löwdin charge in e.
Atoms and positions in Å:
1 Ga -0.3071 0.5738 0.8631  0.216
2 C 1.4492 0.2282 4.8377  0.046
3 C 0.7370 0.1210 3.5330  -0.229
4 N 0.7799 1.0104 2.6198  -0.021
5 N 1.4681 2.1833 2.9025  0.007
6 C 0.7501 3.3255 3.1899  -0.832
7 N 1.4672 4.4397 3.2641  0.139
8 S -0.9047 3.2767 3.5043  0.729
9 C -0.2306 -0.9774 3.2547  -0.176
10 C -0.3983 -2.0632 4.0796  0.048
11 C -1.4419 -2.9525 3.8304  0.029
12 C -2.3017 -2.7050 2.7786  0.018
13 C -2.0587 -1.6099 1.9642  -0.064
14 N -1.0320 -0.7818 2.1847  0.072
15 H 1.4539 1.2636 5.1696  0.102
16 H 2.4916 -0.0855 4.7291  0.117
17 H 0.9886 -0.3798 5.6093  0.095
18 H 2.4243 2.2112 2.5855  0.171
19 H 2.4727 4.4584 3.1810  0.130
20 H 1.0148 5.2805 3.5795  0.120
21 H 0.2637 -2.2254 4.9186  0.134
22 H -1.5886 -3.8155 4.4681  0.141
23 H -3.1490 -3.3476 2.5793  0.136
24 H -2.6841 -1.3855 1.1149  0.114
25 C 0.5026 -3.2265 -0.4933  -0.081
26 N 1.4009 -2.3853 -1.2955  -0.282
27 C 2.0987 -3.1679 -2.3387  -0.078
28 P 2.2546 -1.2413 -0.4588  0.583
29 O 1.2452 -0.3818 0.3034  -0.255
30 N 3.3367 -1.8549 0.5919  -0.284
31 C 3.1779 -1.8151 2.0388  -0.066
32 C 4.2468 -2.9178 0.1219  -0.067
33 N 3.0783 -0.3948 -1.5639  -0.290
34 C 4.5214 -0.1201 -1.5417  -0.054
35 C 2.3318 0.2802 -2.6319  -0.073
36 H -0.2793 -3.6383 -1.1342  0.095
37 H 0.0301 -2.6396 0.2910  0.052
38 H 1.0341 -4.0694 -0.0381  0.099
39 H 1.3674 -3.5516 -3.0531  0.087
40 H 2.6230 -4.0315 -1.9225  0.090
41 H 2.8070 -2.5426 -2.8795  0.085
42 H 2.4851 -1.0277 2.3018  0.040
43 H 4.1418 -1.6071 2.5045  0.104
44 H 2.8110 -2.7686 2.4281  0.101
45 H 4.3821 -2.8678 -0.9565  0.075
46 H 3.8750 -3.9089 0.3915  0.099
47 H 5.2237 -2.7833 0.5866  0.104
48 H 4.9645 -0.4707 -0.6161  0.076
49 H 4.6866 0.9550 -1.6161  0.096
50 H 5.0207 -0.6032 -2.3831  0.101
51 H 1.2585 0.1538 -2.4829  0.059
52 H 2.6016 -0.1145 -3.6131  0.095
53 H 2.5531 1.3474 -2.6210  0.099
54 N -1.4531 -0.3883 -0.6542  0.169
55 C -1.5775 -0.5451 -1.8043  -0.177
56 N -1.8149 -0.7472 -3.0630  -0.033
57 C -1.0834 -1.7704 -3.8610  -0.065
58 C -0.4913 -1.0961 -5.0846  -0.166
59 O -1.4821 -0.3996 -5.8128  -0.091
60 C -2.0859 0.6313 -5.0570  -0.166
61 C -2.7974 0.0423 -3.8539  -0.066
62 H -1.8003 -2.5323 -4.1638  0.148
63 H -0.3092 -2.2063 -3.2381  0.092
64 H -0.0775 -1.8511 -5.7487  0.147
65 H 0.3083 -0.4107 -4.7823  0.118
66 H -2.8065 1.1259 -5.7035  0.146
67 H -1.3368 1.3626 -4.7303  0.135
68 H -3.5789 -0.6395 -4.1878  0.147
69 H -3.2452 0.8209 -3.2397  0.120
70 S -0.6377 2.6275 -0.1235  0.795
71 C -2.3212 3.0300 0.2684  -0.695
72 N -2.5517 3.9188 1.1992  -0.004
73 C -3.9104 4.3740 1.5479  -0.117
74 C -4.7650 4.3583 0.2923  -0.136
75 C -4.7222 2.9755 -0.3364  -0.120
76 N -3.3150 2.5238 -0.4410  0.057
77 H -1.7671 4.2163 1.7654  0.005
78 H -3.8337 5.3727 1.9669  0.140
79 H -4.3222 3.7147 2.3131  0.137
80 H -4.3786 5.0946 -0.4150  0.134
81 H -5.7899 4.6263 0.5313  0.136
82 H -5.1405 3.0006 -1.3396  0.133
83 H -5.2899 2.2535 0.2487  0.131
84 H -3.0680 1.8677 -1.1537  0.094

Forces on atoms 1 to 3 (eV/Å):
Ga 0.253 -0.258 -0.344
C -0.015 -0.087 -0.019
C -0.269 -0.045 0.558

The value obtained for the frontier orbital gap is 0.2644 Eh. The net charge is +3.

2.
Entry from the OMol25 dataset: 5 unconnected molecules or ions with the total composition C23H45BrO15S in a non-equilibrium geometry (ωB97M-V with the def2-TZVPD basis set).

Last column: Löwdin charge in e.
Atoms and positions in Å:
1 C 4.6960 6.8822 1.4714  -0.139
2 C 5.3228 5.8449 0.5562  -0.704
3 Br 5.1929 6.4494 -1.3073  0.727
4 C 4.8716 4.4017 0.7287  -0.203
5 C 3.3924 4.0131 0.6431  -0.289
6 C 2.6425 4.3687 -0.6530  -0.183
7 C 1.8005 5.6439 -0.5810  -0.207
8 S 0.6068 5.5149 0.7383  0.600
9 O 0.6753 6.7075 1.5264  -0.266
10 O -0.6637 5.1317 0.2145  -0.268
11 O 1.1680 4.2967 1.5696  -0.217
12 C 2.5937 4.4744 1.8564  -0.140
13 H 3.6744 7.1448 1.2042  0.059
14 H 4.6900 6.4883 2.4917  0.090
15 H 5.3042 7.7839 1.4784  0.080
16 H 6.3970 5.8625 0.7300  0.082
17 H 5.4167 3.7818 0.0160  0.116
18 H 5.2410 4.1067 1.7185  0.128
19 H 3.3810 2.9200 0.6702  0.146
20 H 3.3178 4.3973 -1.5052  0.084
21 H 1.9411 3.5544 -0.8495  0.117
22 H 2.3704 6.5623 -0.4691  0.069
23 H 1.1993 5.7261 -1.4862  0.112
24 H 2.7373 5.5231 2.0996  0.091
25 H 2.8015 3.8518 2.7205  0.140
26 C -2.7055 2.8514 -2.0765  -0.051
27 C -1.2363 3.0749 -2.3558  -0.204
28 O -0.4926 1.8394 -2.3726  0.034
29 C -0.6081 1.1093 -3.4770  -0.614
30 O -1.2257 1.3975 -4.4680  0.128
31 O 0.1004 -0.0102 -3.3021  -0.017
32 C 0.0311 -0.9375 -4.3911  -0.032
33 H -2.8378 2.2986 -1.1457  0.082
34 H -3.2114 3.8115 -1.9786  0.085
35 H -3.1800 2.2911 -2.8812  0.076
36 H -0.7925 3.6558 -1.5532  0.084
37 H -1.0815 3.6038 -3.2968  0.126
38 H 0.3091 -0.4565 -5.3259  0.096
39 H -0.9740 -1.3479 -4.4745  0.102
40 H 0.7325 -1.7308 -4.1509  0.086
41 C 3.4685 -6.2586 -0.8714  -0.060
42 C 3.6337 -5.2245 -1.9632  -0.202
43 O 2.3895 -4.5748 -2.2813  0.041
44 C 1.9791 -3.6678 -1.4020  -0.624
45 O 2.5607 -3.3285 -0.4024  0.116
46 O 0.8066 -3.1868 -1.8171  -0.002
47 C 0.2078 -2.2425 -0.9241  -0.032
48 H 2.6916 -6.9756 -1.1382  0.082
49 H 4.4056 -6.7949 -0.7207  0.081
50 H 3.1866 -5.7911 0.0704  0.071
51 H 3.9393 -5.6914 -2.8971  0.122
52 H 4.3765 -4.4732 -1.6961  0.123
53 H 0.8937 -1.4308 -0.6963  0.101
54 H -0.1019 -2.7393 -0.0060  0.085
55 H -0.6647 -1.8419 -1.4296  0.091
56 C -6.8677 0.3637 2.7020  -0.066
57 C -7.2714 1.8098 2.8887  -0.213
58 O -6.1916 2.6086 3.3971  0.035
59 C -5.2759 2.9666 2.4969  -0.616
60 O -5.3003 2.7075 1.3211  0.117
61 O -4.3240 3.6517 3.1241  0.009
62 C -3.2518 4.0829 2.2777  -0.037
63 H -6.4770 -0.0446 3.6347  0.081
64 H -7.7324 -0.2268 2.3989  0.079
65 H -6.1006 0.2685 1.9352  0.074
66 H -8.0516 1.8971 3.6423  0.122
67 H -7.6383 2.2470 1.9605  0.122
68 H -3.6227 4.6554 1.4316  0.096
69 H -2.6875 3.2230 1.9211  0.096
70 H -2.6096 4.7096 2.8882  0.094
71 C -2.4103 -9.9995 0.2393  -0.064
72 C -0.9158 -10.0346 0.4704  -0.211
73 O -0.2844 -8.7999 0.0919  0.035
74 C -0.4097 -7.8047 0.9675  -0.612
75 O -0.9537 -7.8636 2.0391  0.125
76 O 0.1889 -6.7288 0.4563  0.002
77 C 0.0874 -5.5580 1.2732  -0.025
78 H -2.6281 -9.7440 -0.7982  0.082
79 H -2.8413 -10.9772 0.4547  0.080
80 H -2.8885 -9.2638 0.8837  0.076
81 H -0.4456 -10.7843 -0.1627  0.122
82 H -0.6745 -10.2594 1.5088  0.123
83 H 0.4391 -5.7528 2.2836  0.102
84 H -0.9448 -5.2110 1.3024  0.103
85 H 0.7130 -4.7995 0.8121  0.069

Forces on atoms 1 to 3 (eV/Å):
C 0.125 -0.077 0.149
C 0.109 0.116 0.149
Br 0.084 0.108 -0.096

Its SMILES is C[C@H](Br)C[C@@H]1CCS(=O)(=O)OC1.CCOC(=O)OC.CCOC(=O)OC.CCOC(=O)OC.CCOC(=O)OC. The value obtained for the frontier orbital gap is 0.3999 Eh. The net charge is 0.

3.
Entry from the OMol25 dataset: a molecular structure, C23H46BrCoN2PSSi2 in a non-equilibrium geometry (ωB97M-V with the def2-TZVPD basis set).

Last column: Löwdin spin population.
Atoms and positions in Å:
1 Co -0.3371 0.5316 -0.3240  2.647
2 C 4.3002 2.9241 0.2091  0.000
3 C 3.0078 3.0353 -0.5615  0.001
4 C 2.8333 4.0553 -1.5685  0.004
5 C 1.4850 4.2972 -1.8972  0.001
6 C 0.4276 3.4824 -1.4146  0.008
7 Br -1.3449 3.7614 -2.0524  0.001
8 N 0.6990 2.3676 -0.6975  0.038
9 C 2.0072 2.1909 -0.2797  0.011
10 H 4.0814 3.1533 1.2963  0.000
11 H 4.9929 3.7902 -0.0725  0.000
12 H 4.8247 1.9702 0.1873  0.000
13 H 3.7021 4.6160 -1.8939  0.000
14 H 1.2146 5.2557 -2.4271  0.000
15 H 2.0851 1.1802 0.1727  0.006
16 C -2.7194 0.2447 -3.9186  0.000
17 Si -1.6799 -1.0002 -3.1201  0.011
18 C -2.6631 -2.2864 -2.0150  0.000
19 C -1.0878 -1.9790 -4.6589  0.003
20 C -0.2303 -0.2716 -2.2288  0.063
21 Si 1.3044 -1.3765 -2.5074  0.018
22 C 0.8342 -3.1636 -1.9223  0.001
23 C 2.0610 -1.3959 -4.2100  0.003
24 C 2.6452 -0.9849 -1.2166  0.010
25 H -1.9767 0.8535 -4.5970  0.000
26 H -3.2328 1.0285 -3.3944  0.000
27 H -3.3937 -0.2240 -4.7057  0.000
28 H -3.6710 -1.8968 -1.7026  0.000
29 H -2.1164 -2.4497 -1.0897  0.000
30 H -2.7871 -3.1079 -2.6938  0.000
31 H -1.9239 -2.3582 -5.2708  0.001
32 H -0.4926 -2.8931 -4.3574  0.000
33 H -0.4795 -1.4452 -5.3773  0.000
34 H -0.0144 0.6410 -2.8809  0.009
35 H -0.1869 -3.4511 -1.9638  0.000
36 H 1.2699 -3.2659 -0.8693  0.000
37 H 1.3238 -4.0009 -2.4368  0.000
38 H 2.3058 -0.3393 -4.4672  0.000
39 H 1.5310 -1.8686 -5.0584  0.000
40 H 3.0204 -1.9072 -4.1874  0.001
41 H 3.4390 -1.7222 -1.0771  0.001
42 H 2.1562 -0.7407 -0.2094  0.006
43 H 3.1130 -0.0006 -1.5201  0.000
44 C 2.1350 0.6922 3.1247  0.000
45 C 1.0095 -0.3666 3.0129  0.004
46 C 0.8060 -1.1550 4.2519  0.001
47 P -0.5433 0.1211 1.9376  0.026
48 C -1.3627 1.5756 2.8792  0.009
49 C -2.9462 1.4951 2.8274  0.000
50 C -0.7181 1.7599 4.2467  0.002
51 C -1.5455 -1.4693 2.0582  0.005
52 C -0.6731 -2.6946 1.5674  0.003
53 C -2.3490 -1.6021 3.3713  0.001
54 H 2.1592 1.0437 4.1434  0.000
55 H 1.9842 1.5933 2.4981  0.000
56 H 3.1289 0.3169 2.8198  0.000
57 H 1.5218 -1.0831 2.2799  0.000
58 H 1.2651 -0.8443 5.1596  0.000
59 H 1.2298 -2.1411 4.2208  0.000
60 H -0.2177 -1.1930 4.6452  0.000
61 H -1.0609 2.5088 2.3707  0.001
62 H -3.3646 1.2661 3.7952  0.000
63 H -3.1575 0.8190 2.0216  0.000
64 H -3.4209 2.5261 2.5343  0.000
65 H -0.2788 0.9083 4.7609  0.000
66 H -1.5643 2.0272 4.9071  0.000
67 H 0.0787 2.5740 4.0788  0.000
68 H -2.2492 -1.3439 1.1612  0.001
69 H -1.2747 -3.3816 0.9042  0.000
70 H -0.2977 -3.2881 2.3905  0.000
71 H 0.1690 -2.3290 0.9288  0.002
72 H -1.8611 -2.3967 3.9709  0.000
73 H -3.3400 -2.0310 3.1517  0.000
74 H -2.6087 -0.7052 3.9531  0.000
75 S -5.1007 0.2769 -0.3636  0.023
76 C -3.5328 0.5241 -0.2864  0.020
77 N -2.3472 0.7466 -0.3432  0.055

Forces on atoms 1 to 3 (eV/Å):
Co -1.489 0.426 -1.748
C 0.707 1.925 0.920
C 2.315 1.443 -1.274

As for the spin multiplicity: 4. Its energy above the lowest of the compared OMol25 structures with the same formula, charge and spin is 9.1 kcal/mol. The value obtained for the frontier orbital gap (alpha / beta) is 0.2616 / 0.2640 Eh. Its expectation value of S² is 3.763. The net charge is 0.

Here are the calculated DFT total energy numbers, same order: -128367.3717 -136172.0395 -171125.3506 (eV).